Record 1
The following is a DFT calculation (wB97M-V/def2-TZVPD) of a 2-piece molecular cluster, CH2ClN2O2 overall.

Atoms and positions in Å:
1 Cl -2.790 -0.333 0.596
2 O -0.414 0.690 0.301
3 O -0.236 -1.576 -0.859
4 N 0.490 -1.147 0.045
5 N 1.048 -1.835 0.957
6 C -1.449 0.532 -0.320
7 H -1.944 1.211 -0.991
8 H 1.632 -1.194 1.492

Atomic forces in eV per Å
-0.3 -0.2 -0.3
-2.4 1.6 -1.1
-0.2 -1.2 0.6
1.7 0.4 0.1
-0.5 -1.3 -1.1
1.7 0.5 2.9
0.3 -0.1 -1.0
-0.4 0.4 -0.1

Values from the calculation:
E_HOMO (spin up / spin down) = -2.471 / -2.472 eV
HOMO-LUMO gap (spin up / spin down) = 6.4 / 6.4 eV
total energy = -759.4013 Ha
ΔE to the lowest compared entry with this formula, charge and spin = 36.06 kcal per mole
total charge = -1

---

Record 2
The following is a DFT calculation (wB97M-V/def2-TZVPD) of C34H28F6N7O2SbV as an isolated structure.

Atoms and positions in Å:
1 Sb -3.540 1.921 3.142
2 V 0.471 -0.407 -0.517
3 F -4.312 0.188 3.145
4 F -2.416 0.772 5.014
5 F -4.751 2.489 4.389
6 F -4.284 2.908 1.744
7 F -2.104 3.082 3.613
8 F -2.168 1.009 2.187
9 O -0.223 1.270 5.397
10 O -1.726 1.326 7.088
11 N 0.528 -0.525 -2.802
12 N 0.598 0.130 1.593
13 N 2.384 -1.289 -0.890
14 N 1.247 1.474 -0.422
15 N -0.055 1.542 -1.065
16 N 0.184 -2.283 0.593
17 N -1.601 -0.914 -1.055
18 C 1.982 1.974 -1.659
19 C -2.665 -0.949 -0.266
20 C 4.175 -2.709 -0.120
21 C 0.121 0.824 -3.336
22 C 1.199 2.226 0.836
23 C 0.495 1.816 3.243
24 C 1.880 -0.979 -3.249
25 C 0.245 -2.208 1.922
26 C 0.307 -4.555 2.094
27 C 0.608 1.945 -2.387
28 C 4.472 -3.056 -1.460
29 C 0.700 3.447 -2.589
30 C -1.759 -1.432 -2.280
31 C -2.962 -1.962 -2.707
32 C 2.045 3.467 -1.812
33 C 0.806 1.409 1.961
34 C 0.116 -4.683 0.754
35 C -4.098 -2.017 -1.865
36 C -0.563 -1.536 -3.144
37 C -0.022 -0.465 3.769
38 C -3.923 -1.444 -0.618
39 C 2.678 -1.643 -2.143
40 C -1.203 2.328 -0.624
41 C -1.378 1.131 6.008
42 C 0.309 -3.313 2.718
43 C 3.765 -2.463 -2.464
44 C 0.016 -3.510 0.031
45 C 1.328 4.210 -0.623
46 C 0.258 -0.834 2.486
47 C 0.106 0.837 4.100
48 C -0.031 4.263 -1.431
49 C 3.169 -1.774 0.111
50 C -1.224 3.615 -0.805
51 C 1.266 3.569 0.726
52 H 0.373 -5.439 2.694
53 H -0.354 -1.165 4.509
54 H 0.423 2.861 3.603
55 H 2.908 3.935 -2.234
56 H -0.064 -5.684 0.285
57 H -2.546 -0.587 0.723
58 H 2.945 -1.551 1.160
59 H 2.808 1.315 -1.895
60 H 1.733 5.197 -0.467
61 H -0.194 -3.523 -0.989
62 H 0.396 -3.278 3.789
63 H 1.778 -1.627 -4.065
64 H -0.162 -2.552 -3.078
65 H -3.037 -2.277 -3.714
66 H 1.126 4.138 1.627
67 H 2.438 -0.105 -3.642
68 H -0.968 0.887 -3.400
69 H 0.562 3.863 -3.612
70 H -0.866 -1.463 -4.156
71 H 0.409 0.941 -4.392
72 H -0.277 5.291 -1.693
73 H 3.972 -2.726 -3.529
74 H -4.692 -1.410 0.151
75 H -5.045 -2.393 -2.173
76 H 4.763 -3.061 0.708
77 H -2.143 4.225 -0.679
78 H -1.976 1.778 -0.221
79 H 5.238 -3.812 -1.642

Atomic forces in eV per Å
0.2 -0.5 0.1
-1.1 0.9 1.0
0.2 1.0 -0.1
0.7 0.1 0.1
0.2 0.2 0.4
0.5 -0.6 0.2
-0.9 -0.4 0.0
-0.1 0.2 -0.3
0.6 -0.2 -0.2
0.4 -0.1 0.3
-1.2 -0.3 0.7
0.2 -1.3 -0.3
0.1 -0.1 0.8
0.4 1.1 0.7
-0.3 -0.1 -1.0
-0.4 -1.1 -1.3
0.7 -0.2 -0.3
-0.6 -1.3 0.5
-1.0 -0.1 0.3
-0.3 1.0 -1.0
0.5 0.5 -0.7
0.6 1.4 -1.1
0.3 1.5 0.1
-0.1 1.3 1.0
-0.1 1.0 0.5
-0.1 -0.2 1.3
-0.5 -2.1 -0.2
0.5 -0.5 1.7
-1.0 1.3 -0.6
-0.5 -0.1 0.1
-0.9 0.2 0.7
-1.2 0.8 0.7
-0.4 -0.8 -0.2
-0.8 -0.7 -1.4
1.7 1.0 0.0
1.5 0.2 0.3
0.0 -1.8 0.4
0.5 -0.2 0.5
0.4 0.6 -0.6
1.7 -1.0 0.0
-1.2 0.2 -1.0
0.2 -1.0 0.0
-0.8 -0.3 -1.4
0.7 0.8 1.7
0.7 0.3 0.4
0.5 0.9 -1.1
-1.1 1.4 1.6
0.2 -0.1 -0.1
0.2 -1.1 0.0
-0.2 2.0 -1.2
-0.3 -1.8 -0.2
0.1 -0.4 0.3
-0.1 -0.3 0.2
0.5 -0.7 -0.5
0.6 0.1 0.0
0.4 1.2 0.4
0.2 0.4 0.8
-0.2 0.4 -0.6
0.2 0.2 0.0
0.1 0.4 -0.2
-0.1 0.0 -1.6
0.0 0.2 0.2
-0.1 -1.1 -1.3
0.3 0.1 0.3
-0.1 -0.5 -0.8
0.1 0.5 0.1
-0.2 -0.4 0.3
-0.1 -0.1 0.4
0.2 -0.5 0.7
-0.2 0.4 -1.3
0.4 0.0 0.3
0.2 -0.1 -0.2
-0.2 0.4 1.0
0.0 0.0 -0.3
-0.4 -0.3 -0.3
0.0 -0.3 0.1
0.7 -0.6 0.3
-1.5 -1.2 0.7
-0.1 0.4 -0.1

Values from the calculation:
E_HOMO (spin up / spin down) = -16.906 / -16.908 eV
HOMO-LUMO gap (spin up / spin down) = 7.5 / 7.5 eV
total energy = -3628.7721 Ha
total charge = +3

---

Record 3
The following is a DFT calculation (wB97M-V/def2-TZVPD) of a 2-piece molecular cluster, C6H15NO overall.

Atoms and positions in Å:
1 O -0.634 -1.583 -1.420
2 N -1.322 1.536 -1.712
3 C -1.289 -0.445 2.212
4 C -1.144 0.760 -0.455
5 C 0.044 0.501 0.098
6 C 2.325 -0.063 -0.550
7 C 0.036 -0.339 1.403
8 C 1.304 1.116 -0.293
9 H 1.980 -0.549 -1.471
10 H -2.012 0.318 -0.035
11 H -2.185 1.253 -2.163
12 H 2.278 -0.851 0.297
13 H 0.523 -1.283 1.249
14 H 1.149 1.500 -1.388
15 H -1.351 -2.206 -1.723
16 H 0.651 0.256 2.100
17 H -1.143 -0.805 3.229
18 H -1.708 0.507 2.406
19 H 1.673 1.792 0.461
20 H -0.568 1.503 -2.333
21 H -2.020 -1.172 1.793
22 H 0.123 -2.052 -0.977
23 H 3.291 0.304 -0.729

Atomic forces in eV per Å
-0.2 -1.7 -0.5
-1.8 -1.0 3.1
0.3 -1.8 -0.6
1.6 1.5 -2.3
-2.8 0.2 2.1
-2.0 -0.9 1.2
-0.4 2.1 0.6
1.0 -1.8 -3.2
0.2 -0.1 0.2
-0.8 -0.1 0.0
0.3 0.1 0.0
0.5 1.4 -1.3
0.1 -0.7 0.1
0.6 0.4 2.4
1.6 0.4 0.7
0.4 -0.4 -0.2
0.6 -0.4 0.0
-0.7 1.1 -0.5
0.2 0.6 -0.1
1.2 -0.3 -0.9
0.2 0.8 0.0
-1.5 0.2 -0.8
1.5 0.3 0.0

Values from the calculation:
E_HOMO = -7.451 eV
HOMO-LUMO gap = 8.1 eV
total energy = -367.5341 Ha
ΔE to the lowest compared entry with this formula, charge and spin = 60.98 kcal per mole

---

Number 1: strongest force on any atom 0.06530 Eh/bohr. Number 2: strongest force on any atom 0.04628 Eh/bohr. Number 3: strongest force on any atom 0.07384 Eh/bohr.